13
Properties=species:S:1:pos:R:3:forces:R:3:lowdin_charge:R:1 method="wB97M-V/def2-TZVPD" charge=0 gap_ev=9.44 homo_energy_ev=-9.04
C -1.337 0.980 -0.103 -2.45 2.26 -3.24 -0.1020
C 1.211 1.002 0.114 -0.11 2.50 -0.79 -0.2263
H -3.048 -1.404 -0.412 1.91 -0.08 0.91 0.1068
H -1.528 2.167 -0.399 1.47 -3.08 1.08 0.1686
H 0.395 -1.339 0.226 -1.24 1.96 4.19 0.2280
H 1.284 2.102 0.113 -0.19 -0.33 0.38 0.1396
H 3.093 -1.288 -1.041 -0.10 1.34 0.65 0.0794
N -2.487 0.365 -0.490 6.03 -0.46 3.71 0.0334
N -0.019 0.433 0.215 -3.19 2.75 -1.21 -0.2052
N 2.360 0.512 -0.049 1.63 -3.01 -2.01 0.1043
O -2.168 -1.055 -0.056 -3.83 0.64 -2.41 -0.1550
O 0.053 -0.598 1.041 1.49 -6.16 -2.63 -0.0388
O 2.313 -1.009 -0.521 -1.41 1.67 1.38 -0.1328


13
Properties=species:S:1:pos:R:3:forces:R:3:lowdin_charge:R:1 method="wB97M-V/def2-TZVPD" charge=0 gap_ev=9.14 homo_energy_ev=-9.58
C -0.282 0.256 -0.185 -4.68 0.21 1.11 -0.5345
C -0.136 0.401 2.212 -1.45 -0.45 1.15 -0.1751
H -0.925 -1.006 -3.198 1.60 4.42 1.79 0.2069
H -0.954 1.537 -2.105 1.37 -4.35 -1.30 0.2722
H 1.444 -0.434 -1.556 -5.07 -0.14 2.13 0.2894
H 1.811 -1.120 1.836 -3.14 -2.00 -4.21 0.2902
H -0.903 1.250 1.781 2.08 -1.82 1.35 0.1775
N -0.177 0.227 -2.623 -3.50 -0.92 1.26 -0.1265
N 0.133 -0.377 -1.288 5.85 1.25 -4.85 -0.1529
N 0.098 -0.448 0.981 0.23 2.12 2.35 -0.1000
O -1.340 1.038 -0.139 4.49 -2.05 -0.73 -0.0864
O 1.067 -1.496 0.880 2.47 3.41 4.85 -0.0780
O 0.164 0.171 3.405 -0.25 0.34 -4.89 0.0172


13
Properties=species:S:1:pos:R:3:forces:R:3:lowdin_charge:R:1 method="wB97M-V/def2-TZVPD" smiles="NN/C(O)=C/[N+](=O)[O-]" charge=0 gap_ev=8.68 homo_energy_ev=-8.70
C -2.281 0.561 0.041 1.03 -3.58 -0.07 0.0101
C -1.177 -0.355 -0.023 -3.85 2.96 -0.51 -0.3222
N 1.255 -0.494 -0.006 -0.19 1.01 -0.22 0.0560
N 0.019 0.258 0.070 2.21 -4.12 -0.48 -0.0009
N -3.623 0.114 0.009 -1.77 -0.43 0.21 -0.3989
O -3.831 -1.073 0.313 0.31 1.00 -0.30 0.0161
O -4.590 0.881 -0.256 2.32 -0.59 0.27 -0.0013
O -1.355 -1.626 -0.306 0.98 0.49 0.76 0.1593
H -2.008 1.515 -0.220 -0.27 2.33 -0.24 0.0792
H 1.787 -0.171 0.791 -0.11 -0.57 0.79 0.0828
H 1.850 -0.064 -0.728 -0.75 -0.51 -0.46 0.0962
H 0.182 1.194 0.147 -0.63 2.80 0.39 0.1117
H -0.508 -2.043 -0.149 0.73 -0.78 -0.13 0.1118


These records have relative energy (zero: lowest compared OMol25 entry of this formula, charge and spin) values of 189.3; 252.2; 111.6 kcal/mol, in the order they appear.